Here is a cluster of 8 separate species, C9H35O8 in total from the Open Molecules 2025 dataset. Energies are from ωB97M-V with the def2-TZVPD basis set.

Properties
- Gap between HOMO and LUMO: 10.198 eV
- Charge: +1
- ΔE to the lowest compared entry with this formula, charge and spin: 64.5 kcal/mol
- HOMO energy: -12.6 eV
- 2S+1: 1

Positions of all 52 atoms, in Å:
1 O 0.01 -0.47 -0.21
2 H 0.20 0.07 0.61
3 H -0.87 -0.94 -0.11
4 H 0.73 -1.18 -0.32
5 C 3.03 -1.04 -2.28
6 C 3.06 -1.75 -0.94
7 C 3.44 -0.84 0.20
8 O 1.73 -2.32 -0.68
9 H 2.45 -0.12 -2.22
10 H 2.59 -1.69 -3.04
11 H 4.04 -0.76 -2.58
12 H 3.78 -2.56 -0.96
13 H 2.86 0.10 0.22
14 H 4.49 -0.59 0.15
15 H 3.26 -1.34 1.16
16 H 1.78 -3.28 -0.63
17 C -2.26 -2.98 -0.46
18 O -2.27 -1.64 0.10
19 H -1.99 -3.71 0.30
20 H -3.21 -3.20 -0.93
21 H -1.52 -2.96 -1.27
22 H -3.01 -1.56 0.71
23 C 0.04 2.99 -0.52
24 O -0.08 2.21 0.67
25 H 1.09 3.27 -0.67
26 H -0.27 2.43 -1.41
27 H -0.59 3.88 -0.48
28 H -0.68 2.67 1.27
29 C -2.63 -0.57 -3.28
30 O -1.31 -0.29 -2.82
31 H -3.24 0.34 -3.33
32 H -2.63 -1.04 -4.27
33 H -3.08 -1.26 -2.56
34 H -1.02 0.52 -3.26
35 C -0.75 -0.17 3.39
36 O 0.31 -0.41 2.46
37 H -1.53 -0.92 3.32
38 H -0.38 -0.13 4.41
39 H -1.17 0.81 3.17
40 H 0.97 -0.95 2.90
41 C -3.37 1.73 -0.28
42 O -4.73 1.53 -0.61
43 H -2.85 0.77 -0.25
44 H -2.87 2.38 -1.00
45 H -3.32 2.21 0.70
46 H -4.78 0.79 -1.23
47 C 2.40 2.08 2.83
48 O 3.70 1.71 3.26
49 H 1.79 2.07 3.74
50 H 2.37 3.09 2.42
51 H 1.98 1.39 2.10
52 H 4.28 1.63 2.50

natural (NBO) population analysis, charges in e, atoms 1 to 2: atom 1 (O): -0.833, atom 2 (H): 0.570

***

Here is a structure of composition C9H36Ba3NO9 from the Open Molecules 2025 dataset. Energies are from ωB97M-V with the def2-TZVPD basis set.

Properties
- Gap between HOMO and LUMO: 2.091 eV
- Charge: +5
- HOMO energy: -20.9 eV
- 2S+1: 1

Positions of all 58 atoms, in Å:
1 N 3.42 1.51 0.25
2 H 3.76 0.89 -0.49
3 H 2.37 1.62 0.23
4 H 3.91 2.41 0.14
5 H 3.63 0.98 1.10
6 Ba 3.76 -2.52 0.92
7 Ba 1.33 -0.70 3.37
8 Ba 0.43 -4.47 2.24
9 O 0.70 1.10 1.30
10 C 0.07 0.40 0.24
11 C 0.52 -1.06 -0.14
12 O 1.01 -2.05 0.80
13 H 0.22 1.02 -0.65
14 H -1.02 0.42 0.41
15 H 1.30 -0.90 -0.91
16 H -0.37 -1.50 -0.60
17 C 2.73 3.56 3.66
18 O 1.83 2.45 3.52
19 H 2.19 4.50 3.77
20 H 3.31 3.51 4.58
21 H 3.40 3.67 2.80
22 H 1.38 2.50 2.66
23 C 0.04 1.36 -3.34
24 O -0.35 0.08 -3.81
25 H 1.00 1.14 -2.88
26 H 0.16 2.12 -4.11
27 H -0.69 1.83 -2.67
28 H -1.22 0.16 -4.23
29 C -0.26 4.50 -0.81
30 O 0.69 3.79 0.03
31 H -1.21 4.65 -0.30
32 H 0.19 5.47 -1.02
33 H -0.38 3.96 -1.75
34 H 0.27 3.01 0.40
35 C 1.41 -4.29 -2.42
36 O 2.68 -4.76 -1.94
37 H 0.59 -4.79 -1.90
38 H 1.22 -3.21 -2.31
39 H 1.36 -4.48 -3.49
40 H 2.65 -4.98 -1.01
41 C -2.24 -5.19 -0.67
42 O -1.59 -4.28 0.27
43 H -1.90 -4.99 -1.68
44 H -2.03 -6.23 -0.42
45 H -3.32 -5.07 -0.64
46 H -2.12 -3.47 0.34
47 C -3.38 -1.31 -1.20
48 O -3.96 -1.94 -0.06
49 H -4.08 -1.43 -2.02
50 H -3.34 -0.22 -1.06
51 H -2.38 -1.69 -1.46
52 H -3.40 -1.94 0.72
53 C -2.65 2.73 2.77
54 O -1.66 1.74 3.11
55 H -3.40 2.29 2.09
56 H -3.18 3.02 3.67
57 H -2.19 3.60 2.30
58 H -1.22 1.49 2.30

Mulliken population analysis, charges in e, atoms 1 to 2: atom 1 (N): -0.203, atom 2 (H): 0.389

***

Here is a structure of composition C9H36BaO9 from the Open Molecules 2025 dataset. Energies are from ωB97M-V with the def2-TZVPD basis set.

Properties
- Gap between HOMO and LUMO: 7.105 eV
- Charge: +2
- HOMO energy: -14.8 eV
- 2S+1: 1

Positions of all 55 atoms, in Å:
1 Ba -0.23 0.05 0.11
2 C 1.59 -4.40 3.07
3 O 0.92 -4.26 1.84
4 H 2.22 -5.29 3.09
5 H 2.20 -3.52 3.30
6 H 0.90 -4.33 3.91
7 H 0.57 -5.15 1.75
8 C -3.41 0.11 4.69
9 O -2.68 -0.93 4.05
10 H -3.59 0.99 4.07
11 H -4.37 -0.33 4.98
12 H -2.95 0.45 5.62
13 H -2.86 -1.70 4.60
14 C 2.34 1.71 4.96
15 O 1.60 2.10 3.82
16 H 3.39 1.95 4.84
17 H 1.95 2.13 5.89
18 H 2.13 0.65 5.09
19 H 1.93 2.96 3.54
20 C 3.03 3.79 -3.10
21 O 2.17 3.65 -1.98
22 H 2.51 3.78 -4.05
23 H 3.48 4.78 -3.02
24 H 3.86 3.08 -3.04
25 H 2.13 4.44 -1.44
26 C -2.38 0.79 -5.47
27 O -2.18 1.42 -4.22
28 H -3.20 1.20 -6.05
29 H -1.44 0.88 -6.01
30 H -2.57 -0.28 -5.35
31 H -2.18 2.37 -4.34
32 C 2.27 -2.16 -4.41
33 O 1.13 -2.44 -3.66
34 H 2.48 -1.10 -4.43
35 H 3.13 -2.78 -4.16
36 H 2.09 -2.53 -5.42
37 H 1.06 -3.40 -3.65
38 C 5.28 -2.12 -0.16
39 O 4.43 -0.95 0.09
40 H 4.66 -2.89 -0.62
41 H 6.08 -1.91 -0.88
42 H 5.63 -2.62 0.74
43 H 4.97 -0.31 0.57
44 C -2.84 5.05 1.36
45 O -2.93 3.85 0.58
46 H -2.97 4.78 2.41
47 H -1.87 5.55 1.34
48 H -3.50 5.83 0.99
49 H -3.76 3.90 0.10
50 C -5.05 -3.18 -0.99
51 O -4.46 -1.85 -0.94
52 H -5.68 -3.40 -0.12
53 H -5.64 -3.30 -1.90
54 H -4.35 -4.01 -0.97
55 H -5.06 -1.11 -1.04

natural (NBO) population analysis, charges in e, atoms 1 to 2: atom 1 (Ba): 1.967, atom 2 (C): -0.263

***

Here is a cluster of 9 separate species, C9H36N10O9 in total from the Open Molecules 2025 dataset. Energies are from ωB97M-V with the def2-TZVPD basis set.

Properties
- Gap between HOMO and LUMO: 8.891 eV
- SMILES: NC(N)=O.NC(N)=O.NC(N)=O.NC(N)=O.NC(N)=O.CO.CO.CO.CO
- ΔE to the lowest compared entry with this formula, charge and spin: 48.5 kcal/mol
- HOMO energy: -9.2 eV
- 2S+1: 1

Positions of all 64 atoms, in Å:
1 N -1.07 1.50 3.55
2 C -2.39 1.36 3.38
3 N -2.78 0.79 2.24
4 O -3.22 1.71 4.22
5 H -0.76 1.80 4.46
6 H -0.35 1.45 2.83
7 H -3.75 0.76 1.97
8 H -2.18 0.37 1.54
9 N -2.48 -3.93 -1.31
10 C -1.21 -3.62 -1.45
11 N -0.55 -4.13 -2.52
12 O -0.63 -2.89 -0.63
13 H -2.98 -4.64 -1.82
14 H -2.91 -3.58 -0.46
15 H -1.21 -4.34 -3.26
16 H 0.38 -3.88 -2.80
17 N -0.59 -3.92 4.26
18 C -1.18 -2.74 4.53
19 N -0.95 -1.83 3.57
20 O -1.83 -2.55 5.55
21 H -0.53 -4.52 5.07
22 H -0.10 -4.09 3.40
23 H -0.39 -1.85 2.74
24 H -1.50 -0.98 3.65
25 N 3.96 1.86 -2.01
26 C 4.55 3.07 -2.27
27 N 3.74 4.11 -1.91
28 O 5.62 3.16 -2.85
29 H 3.00 1.95 -1.72
30 H 4.44 0.98 -2.12
31 H 2.84 3.94 -1.51
32 H 4.04 4.98 -2.33
33 N 3.06 -0.62 0.36
34 C 3.53 -1.22 -0.76
35 N 2.49 -1.76 -1.47
36 O 4.64 -1.03 -1.20
37 H 3.65 -0.31 1.11
38 H 2.07 -0.55 0.45
39 H 2.68 -2.01 -2.43
40 H 1.56 -1.90 -1.12
41 C -0.34 0.42 -0.47
42 O -0.79 -0.51 0.55
43 H 0.73 0.58 -0.53
44 H -0.57 0.15 -1.51
45 H -0.89 1.33 -0.22
46 H -0.52 -1.34 0.11
47 C -3.75 -0.70 -2.45
48 O -4.01 -1.65 -3.49
49 H -2.77 -0.24 -2.49
50 H -4.59 -0.03 -2.26
51 H -3.67 -1.20 -1.48
52 H -4.14 -1.24 -4.35
53 C 2.12 1.74 2.48
54 O 0.95 1.82 1.65
55 H 1.96 2.33 3.38
56 H 2.25 0.66 2.48
57 H 3.10 2.09 2.13
58 H 0.89 2.57 1.05
59 C -1.16 4.00 -2.36
60 O -1.65 2.95 -3.14
61 H -0.86 4.91 -2.87
62 H -1.82 4.21 -1.52
63 H -0.23 3.66 -1.89
64 H -0.97 2.62 -3.73

natural (NBO) population analysis, charges in e, atoms 1 to 2: atom 1 (N): -0.870, atom 2 (C): 0.749

***

Here is a cluster of 9 separate species, C9H36N12O9 in total from the Open Molecules 2025 dataset. Energies are from ωB97M-V with the def2-TZVPD basis set.

Properties
- Gap between HOMO and LUMO: 8.910 eV
- SMILES: NC(N)=O.NC(N)=O.NC(N)=O.NC(N)=O.NC(N)=O.NC(N)=O.CO.CO.CO
- ΔE to the lowest compared entry with this formula, charge and spin: 231.7 kcal/mol
- HOMO energy: -8.9 eV
- 2S+1: 1

Positions of all 66 atoms, in Å:
1 N -7.21 20.56 -6.12
2 C -8.15 19.99 -5.42
3 N -7.85 18.82 -5.03
4 O -9.40 20.58 -5.15
5 H -7.23 21.62 -6.17
6 H -6.18 20.21 -6.12
7 H -8.56 18.28 -4.44
8 H -6.97 18.34 -5.36
9 N -6.04 23.08 -4.62
10 C -6.29 23.51 -5.78
11 N -7.48 23.25 -6.14
12 O -5.26 23.98 -6.59
13 H -5.06 23.17 -4.35
14 H -6.80 22.98 -3.90
15 H -7.63 23.32 -7.17
16 H -8.29 23.27 -5.46
17 N -7.83 22.59 -2.80
18 C -8.62 23.54 -3.12
19 N -9.41 23.20 -4.10
20 O -8.54 24.83 -2.48
21 H -7.14 22.77 -1.98
22 H -8.04 21.61 -3.00
23 H -10.14 23.82 -4.21
24 H -9.49 22.26 -4.52
25 N -5.64 20.53 -3.64
26 C -5.02 20.37 -2.52
27 N -4.21 21.40 -2.31
28 O -5.07 19.18 -1.83
29 H -6.42 19.77 -3.74
30 H -5.86 21.49 -4.01
31 H -3.66 21.35 -1.41
32 H -3.88 22.07 -3.06
33 N -7.86 23.16 0.61
34 C -6.88 22.42 0.16
35 N -6.12 22.90 -0.81
36 O -6.68 21.28 0.87
37 H -8.27 22.78 1.47
38 H -7.94 24.13 0.42
39 H -5.37 22.28 -1.25
40 H -6.16 23.88 -1.18
41 N -9.99 22.14 -0.88
42 C -10.76 21.30 -0.24
43 N -11.69 20.85 -1.01
44 O -10.62 20.97 1.08
45 H -9.27 22.68 -0.37
46 H -10.16 22.43 -1.85
47 H -12.36 20.15 -0.71
48 H -11.68 21.04 -2.06
49 C -8.18 19.04 -1.22
50 O -8.69 20.07 -2.02
51 H -7.74 18.25 -1.80
52 H -9.00 18.55 -0.67
53 H -7.55 19.41 -0.44
54 H -9.17 20.63 -1.41
55 C -4.42 25.54 -1.86
56 O -5.61 25.03 -2.44
57 H -3.68 24.76 -1.70
58 H -4.59 25.95 -0.90
59 H -3.93 26.28 -2.50
60 H -6.05 25.68 -2.98
61 C -12.92 21.25 -4.06
62 O -11.60 21.28 -3.60
63 H -13.52 21.47 -3.22
64 H -13.03 20.32 -4.42
65 H -13.24 22.02 -4.82
66 H -11.08 20.61 -3.96

natural (NBO) population analysis, charges in e, atoms 1 to 2: atom 1 (N): -0.833, atom 2 (C): 0.771

***

Here is a cluster of 9 separate species, C9H36N14O9 in total from the Open Molecules 2025 dataset. Energies are from ωB97M-V with the def2-TZVPD basis set.

Properties
- Gap between HOMO and LUMO: 9.617 eV
- SMILES: NC(N)=O.NC(N)=O.NC(N)=O.NC(N)=O.NC(N)=O.NC(N)=O.NC(N)=O.CO.CO
- ΔE to the lowest compared entry with this formula, charge and spin: 0.0 kcal/mol
- HOMO energy: -9.3 eV
- 2S+1: 1

Positions of all 68 atoms, in Å:
1 N 2.33 -4.34 0.03
2 C 1.72 -3.96 1.18
3 N 0.39 -3.68 1.04
4 O 2.37 -3.75 2.24
5 H 3.34 -4.41 0.03
6 H 1.85 -4.78 -0.72
7 H -0.11 -3.34 1.84
8 H -0.13 -3.77 0.17
9 N -2.23 -0.41 2.22
10 C -1.58 -0.89 3.32
11 N -0.27 -1.25 2.98
12 O -2.04 -1.11 4.40
13 H -3.14 0.03 2.30
14 H -1.72 -0.59 1.31
15 H 0.27 -1.37 3.81
16 H 0.25 -0.57 2.46
17 N -2.56 -1.87 -2.65
18 C -2.33 -1.29 -3.89
19 N -1.64 -0.12 -3.93
20 O -2.82 -1.82 -4.88
21 H -2.19 -1.42 -1.79
22 H -3.17 -2.69 -2.54
23 H -1.24 0.19 -4.81
24 H -1.13 0.10 -3.09
25 N -1.03 2.26 3.70
26 C -1.30 2.92 2.58
27 N -2.59 3.49 2.58
28 O -0.60 2.99 1.58
29 H -1.82 1.83 4.14
30 H -0.15 1.80 3.74
31 H -2.74 4.24 1.89
32 H -2.93 3.64 3.52
33 N -2.31 2.56 -0.70
34 C -2.55 3.50 -1.64
35 N -3.11 3.08 -2.80
36 O -2.23 4.68 -1.52
37 H -2.48 1.58 -0.92
38 H -1.70 2.76 0.10
39 H -3.28 2.10 -3.00
40 H -3.12 3.67 -3.63
41 N 0.63 0.91 0.29
42 C 0.22 0.04 -0.63
43 N 1.16 -0.68 -1.27
44 O -1.04 -0.09 -0.89
45 H -0.08 1.52 0.71
46 H 1.62 1.03 0.45
47 H 2.14 -0.48 -1.01
48 H 0.85 -1.47 -1.79
49 N 4.87 0.67 1.91
50 C 3.82 -0.11 1.57
51 N 3.45 -1.15 2.35
52 O 3.22 0.21 0.55
53 H 5.35 0.72 2.81
54 H 4.98 1.45 1.23
55 H 2.80 -1.83 2.01
56 H 4.20 -1.69 2.75
57 C 2.00 3.77 -0.50
58 O 1.87 3.90 0.91
59 H 2.52 4.62 -1.01
60 H 2.64 2.89 -0.70
61 H 1.02 3.52 -0.97
62 H 0.95 4.01 1.14
63 C 0.32 -3.80 -3.62
64 O -0.12 -3.16 -2.45
65 H 0.24 -3.05 -4.46
66 H 1.35 -3.97 -3.55
67 H -0.19 -4.70 -3.93
68 H -1.08 -3.03 -2.52

natural (NBO) population analysis, charges in e, atoms 1 to 2: atom 1 (N): -0.835, atom 2 (C): 0.777

***

- What is the formula in the second record?
  C9H36Ba3NO9